Formula: H68O34
Source: the Open Molecules 2025 dataset
Level of theory: ωB97M-V with the def2-TZVPD basis set

Values from the calculation:
* F_max: 2.62 eV/A
* electronic energy: -70725.4039 eV
* charge: 0
* energy above the lowest of the compared OMol25 structures with the same formula, charge and spin: 27.9 kcal per mole
* spin multiplicity: 1

```
102
Properties=species:S:1:pos:R:3:lowdin_charge:R:1
O -4.27 1.65 -0.06 -0.064
H -3.64 1.69 0.70 0.018
H -4.75 0.82 0.07 0.006
O -0.23 -2.32 4.07 -0.064
H 0.48 -1.64 4.14 0.007
H -0.26 -2.73 4.94 0.048
O -1.68 -0.44 -3.28 -0.057
H -1.70 0.37 -3.77 -0.006
H -2.04 -0.24 -2.39 0.022
O 1.95 -0.73 -4.77 -0.057
H 1.64 -1.23 -3.99 0.031
H 1.27 -1.00 -5.43 0.081
O -2.31 1.03 1.92 -0.056
H -2.52 0.09 1.82 0.036
H -2.36 1.22 2.89 0.039
O 3.79 -1.99 3.17 -0.033
H 2.91 -1.65 3.15 -0.008
H 3.94 -2.72 2.57 0.039
O 1.60 -4.71 -2.95 -0.055
H 2.53 -4.63 -2.79 0.022
H 1.30 -3.78 -2.99 0.008
O -5.16 -2.48 2.31 -0.077
H -4.21 -2.61 2.45 -0.016
H -5.52 -1.69 2.76 0.057
O 4.61 0.01 -2.21 -0.023
H 4.40 0.53 -2.96 0.041
H 4.03 0.45 -1.57 0.031
O 2.44 -1.65 -0.11 -0.060
H 2.81 -2.37 -0.63 -0.003
H 1.72 -1.27 -0.64 0.045
O 0.55 4.75 4.65 -0.071
H -0.06 4.47 3.97 0.013
H -0.03 4.96 5.43 0.059
O -2.53 -2.68 2.39 -0.031
H -2.02 -3.20 1.78 0.027
H -2.10 -2.70 3.25 0.038
O 2.96 3.23 2.02 -0.068
H 3.66 3.43 2.66 0.072
H 3.39 2.66 1.35 0.033
O 3.93 -3.77 -0.64 -0.031
H 4.47 -3.28 -1.23 0.004
H 4.51 -4.02 0.11 0.080
O 1.27 4.27 -0.63 -0.041
H 0.33 4.04 -0.63 0.033
H 1.50 4.36 0.29 0.046
O 0.27 -5.11 -0.49 -0.077
H 0.74 -5.08 -1.36 0.037
H 0.39 -6.00 -0.10 0.077
O 3.82 0.58 1.14 -0.072
H 3.29 -0.12 0.66 0.013
H 4.18 0.05 1.84 0.007
O -2.23 6.18 -0.30 -0.048
H -2.98 6.28 -0.88 0.047
H -1.45 6.51 -0.78 0.020
O -5.47 -1.19 -0.17 -0.059
H -6.20 -1.29 -0.82 0.075
H -5.62 -1.81 0.55 0.005
O 1.87 1.40 -0.94 -0.065
H 1.04 0.95 -0.70 0.035
H 1.77 2.37 -0.84 0.031
O -2.33 -0.95 -0.60 -0.041
H -2.09 -1.88 -0.41 0.028
H -3.29 -1.01 -0.45 0.025
O 0.81 1.78 -3.55 -0.062
H 1.06 1.03 -4.12 0.009
H 1.27 1.60 -2.73 -0.022
O 1.69 -0.48 4.47 -0.040
H 1.31 0.33 4.15 0.008
H 2.60 -0.55 4.79 0.079
O -2.10 -3.90 -1.24 -0.045
H -1.53 -4.61 -0.91 0.023
H -2.88 -4.33 -1.63 0.073
O 0.65 1.70 2.97 -0.044
H 1.28 2.36 2.70 -0.002
H 0.46 1.21 2.17 0.005
O 3.92 -2.48 -3.21 -0.079
H 4.01 -1.55 -2.85 0.010
H 3.69 -2.43 -4.14 0.039
O -2.84 2.25 -2.46 -0.053
H -2.18 2.75 -2.01 -0.010
H -3.39 1.99 -1.70 0.004
O -0.07 -2.49 -2.59 -0.081
H -0.54 -1.74 -3.01 0.005
H -0.81 -2.95 -2.15 0.006
O 0.39 6.62 -1.77 -0.072
H 0.56 6.62 -2.73 0.065
H 0.89 5.89 -1.38 -0.008
O -1.53 1.84 -5.61 -0.078
H -0.77 1.96 -5.00 0.009
H -2.16 2.39 -5.11 0.040
O 0.07 -2.92 1.14 -0.060
H 0.07 -3.36 2.01 0.051
H 0.68 -3.43 0.61 0.020
O -1.50 3.51 -0.01 -0.036
H -1.52 2.91 0.72 0.016
H -2.09 4.27 0.13 0.037
O 0.28 -0.11 0.76 -0.080
H -0.71 0.04 0.69 0.050
H 0.31 -1.07 0.97 0.020
O -2.21 1.12 4.80 -0.062
H -1.26 1.34 4.73 0.042
H -2.25 0.49 5.55 0.071
```